Record 1
Computed, not measured: the molecule C6H7NO2 at a distorted geometry, with wB97M-V/def2-TZVPD.

Values from the calculation:
SMILES	[O-][n+]1cccc(CO)c1
HOMO energy	-8.40	eV
orbital gap	8.7	eV
LUMO level	0.011	hartree
energy relative to the best compared isomer or geometry (same formula, charge and spin)	4.5294	eV
calculated total energy	-437.90133	a.u.

The geometry in XYZ format:
```
16
Properties=species:S:1:pos:R:3:mulliken_charge:R:1
C -1.68395 -1.09796 -0.01307 -0.49
C -0.40634 -0.21023 -0.17277 0.48
C -0.40087 1.18337 -0.05595 -0.22
C 0.80221 1.74668 -0.00411 -0.47
C 1.99463 0.91876 -0.07795 -0.33
C 0.70494 -1.05535 -0.13801 -0.57
H -3.54569 -0.43842 0.63596 0.34
H -1.66604 -1.77446 -0.88954 0.26
H -1.57581 -1.43897 0.97579 0.40
H -1.33999 1.84494 -0.10482 0.30
H 1.05945 2.79178 0.17198 0.35
H 2.95467 1.34076 -0.22634 0.44
H 0.86282 -2.21230 -0.08449 0.32
N 1.92516 -0.42088 0.06238 0.44
O -2.70134 -0.00265 -0.08606 -0.56
O 3.01614 -1.17506 0.00698 -0.70
```


Record 2
Computed, not measured: the molecule C4H8S2 at a distorted geometry, with wB97M-V/def2-TZVPD.

Values from the calculation:
SMILES	S[C@H]1CCSC1
HOMO energy	-8.63	eV
orbital gap	9.5	eV
LUMO level	0.031	hartree
energy relative to the best compared isomer or geometry (same formula, charge and spin)	0.4168	eV
calculated total energy	-953.57131	a.u.

The geometry in XYZ format:
```
14
Properties=species:S:1:pos:R:3:mulliken_charge:R:1
C 0.67867 0.04614 0.74164 -0.31
C -0.12330 1.33377 0.61819 -0.66
C -1.26508 1.15691 -0.37874 -0.52
C -0.36298 -1.15241 0.76526 -0.58
H 1.30352 0.05914 -1.46580 0.12
H 1.22780 -0.01642 1.71200 0.27
H 0.55853 2.14529 0.33204 0.32
H -0.47131 1.64547 1.63378 0.30
H -0.95452 1.55299 -1.37253 0.31
H -2.18449 1.71657 -0.04683 0.33
H -0.73669 -1.39883 1.77775 0.34
H 0.11168 -2.02118 0.40455 0.37
S 2.10285 -0.14257 -0.42607 -0.14
S -1.62900 -0.60678 -0.41474 -0.17
```


Record 3
Computed, not measured: a structure of composition C23H37Cl5N2O3PPt at a distorted geometry, with wB97M-V/def2-TZVPD.

Values from the calculation:
HOMO energy	-17.09	eV
net charge	+3
orbital gap	7.3	eV
LUMO level	-0.361	hartree
energy relative to the best compared isomer or geometry (same formula, charge and spin)	10.5227	eV
calculated total energy	-3994.04104	a.u.

The geometry in XYZ format:
```
72
Properties=species:S:1:pos:R:3:mulliken_charge:R:1
Pt 0.12983 0.38502 0.67128 1.90
C -2.48128 -2.77118 4.38436 -1.03
N -1.79894 -1.53245 3.98651 0.07
C -1.72646 -0.48186 5.00868 -0.99
C -1.23430 -1.38114 2.80877 1.30
O -0.64786 -0.30862 2.50023 -0.91
C -1.32588 -2.52964 1.81102 -1.33
O -0.38450 -2.41298 0.76665 -0.35
C 0.85959 -3.03575 1.00569 -1.39
C 1.98162 -2.03560 1.27446 1.32
O 1.80293 -0.79552 1.14022 -1.35
N 3.15988 -2.49916 1.63646 0.12
C 3.49427 -3.92036 1.76235 -1.07
C 4.26890 -1.59320 1.95343 -1.03
H -3.10042 -2.54761 5.24808 0.34
H -3.13374 -3.13863 3.59547 0.42
H -1.76495 -3.54258 4.66835 0.34
H -1.21627 -0.87652 5.88651 0.39
H -1.18374 0.37177 4.62263 0.26
H -2.73590 -0.18522 5.28922 0.36
H -1.22172 -3.48947 2.31953 0.55
H -2.32064 -2.51159 1.35854 0.45
H 0.78786 -3.73095 1.84474 0.60
H 1.11814 -3.61890 0.11847 0.55
H 2.69126 -4.56525 1.42481 0.40
H 4.37498 -4.12693 1.15584 0.36
H 3.72600 -4.14988 2.80182 0.36
H 3.91446 -0.57119 2.00764 0.27
H 4.68883 -1.88398 2.91492 0.40
H 5.04431 -1.68285 1.19277 0.36
Cl -1.22605 2.71510 2.82738 -0.08
C -2.11750 2.28723 1.42816 0.24
C -1.48980 1.53733 0.41667 -1.69
C -2.18270 1.45990 -0.76599 -0.04
Cl -1.24128 1.10869 -2.38846 -0.27
C -3.47349 1.84665 -0.85655 1.37
Cl -4.28486 1.21636 -2.31928 -0.08
C -4.18653 2.45900 0.14689 -0.12
Cl -5.84195 2.79681 -0.04282 -0.13
C -3.44457 2.75040 1.30461 0.49
Cl -4.19233 3.61010 2.56229 -0.10
C -2.93276 0.43910 -4.60055 -1.33
C -2.80841 0.66455 -3.12496 0.69
C -1.98527 -0.50244 -2.46039 -0.88
P 0.82839 1.18712 -1.20418 -0.32
C 1.78633 0.11290 -2.32115 0.81
C 1.95817 0.55048 -3.78547 -1.58
C 3.15655 -0.17082 -1.63919 -1.49
C 1.41938 2.93079 -1.14909 0.70
C 2.54661 3.28542 -2.11569 -1.68
C 0.32090 4.00833 -1.12201 -1.20
H -3.15933 -0.59973 -4.84125 0.47
H -1.98604 0.69686 -5.08987 0.29
H -3.70602 1.06553 -5.04560 0.47
H -0.61400 0.87576 -3.58424 0.18
H -1.17351 2.46768 -2.67972 0.27
H -2.20064 -1.02475 -1.53773 0.26
H -1.84592 -1.02597 -3.40270 0.52
H 1.20386 -0.81665 -2.29050 0.53
H 2.79162 1.23721 -3.89579 0.39
H 1.08772 1.04095 -4.22878 0.24
H 2.17420 -0.32898 -4.39195 0.49
H 3.95937 0.25801 -2.23592 0.51
H 3.32699 -1.24373 -1.57021 0.27
H 3.23723 0.23299 -0.62852 0.49
H 1.82119 2.88808 -0.12559 0.46
H 2.18467 3.41636 -3.13531 0.35
H 3.35352 2.55647 -2.11107 0.33
H 2.96983 4.23857 -1.79830 0.53
H -0.35595 3.96974 -1.97530 0.25
H 0.81504 4.97801 -1.18065 0.50
H -0.25888 3.98679 -0.20065 0.23
```


Record 4
Computed, not measured: a cluster of 2 separate species, C2HN3O2 in total at a distorted geometry, with wB97M-V/def2-TZVPD.

Values from the calculation:
SMILES	N#CN=O.N=C=O
HOMO energy (spin up / spin down)	-11.17 / -11.17	eV
orbital gap (spin up / spin down)	8.3 / 8.3	eV
LUMO level (spin up / spin down)	-0.104 / -0.104	hartree
energy relative to the best compared isomer or geometry (same formula, charge and spin)	5.2389	eV
calculated total energy	-391.40825	a.u.

The geometry in XYZ format:
```
8
Properties=species:S:1:pos:R:3:mulliken_charge:R:1
C -1.02796 1.16106 0.01296 0.46
C 0.83738 -1.13587 0.51828 0.72
N -0.83625 2.07178 0.72933 -0.30
N 1.53691 -0.24578 0.13132 -0.53
N -0.94443 -0.09216 -0.48830 0.03
O 0.29388 -2.01755 0.97741 -0.38
O -1.10352 -0.34044 -1.67060 -0.26
H 1.24399 0.59896 -0.21040 0.26
```


Record 5
Computed, not measured: the molecule CCl3F2PS3 at a distorted geometry, with wB97M-V/def2-TZVPD.

Values from the calculation:
SMILES	FP(F)(=S)SSC(Cl)(Cl)Cl
HOMO energy	-10.37	eV
orbital gap	8.4	eV
LUMO level	-0.074	hartree
energy relative to the best compared isomer or geometry (same formula, charge and spin)	0.7360	eV
calculated total energy	-3154.38648	a.u.

The geometry in XYZ format:
```
10
Properties=species:S:1:pos:R:3:mulliken_charge:R:1
C -1.36584 -0.71281 1.34136 0.27
F 1.84892 -0.43442 -0.33697 -0.29
F 2.62570 1.62236 -1.34178 -0.26
P 1.28931 0.62826 -1.59565 0.81
S 1.19561 -0.15024 -3.34051 -0.25
S -0.52051 0.94639 1.52061 0.06
S -0.22051 1.68347 -0.61556 -0.10
Cl -2.91163 -0.54016 0.54483 -0.06
Cl -0.35573 -1.95534 0.70568 -0.04
Cl -1.58532 -1.08751 3.11801 -0.14
```


Record 6
Computed, not measured: a cluster of 11 separate species, C14H21Cl31N2OP in total, with wB97M-V/def2-TZVPD.

Values from the calculation:
HOMO energy	-12.07	eV
net charge	+1
orbital gap	9.8	eV
LUMO level	-0.085	hartree
calculated total energy	-15337.87307	a.u.

The geometry in XYZ format:
```
70
Properties=species:S:1:pos:R:3:mulliken_charge:R:1
O 4.34088 1.11386 0.01893 -0.30
P 3.35593 1.14967 -1.27465 0.06
Cl 3.76234 -0.70877 -1.99447 -0.23
C 1.69959 0.67845 -0.46007 -0.18
C 0.60156 1.49457 -1.13379 -0.73
N -0.73862 0.92753 -0.71988 0.51
C -0.70387 0.16109 0.57931 0.23
C 0.34076 0.64656 1.57311 -0.78
N 1.67055 0.91483 0.97945 -0.16
H 4.69029 1.99405 0.21510 0.33
H 1.53283 -0.38353 -0.64772 0.36
H 0.64669 2.52176 -0.76825 0.31
H 0.62695 1.52410 -2.22327 0.54
H -1.43732 1.66967 -0.68866 0.15
H -1.06484 0.28091 -1.44433 -0.15
H -0.49646 -0.86845 0.30213 -0.15
H -1.70407 0.18673 1.00320 0.17
H -0.00650 1.52797 2.11531 0.35
H 0.41970 -0.15883 2.30761 0.34
H 1.88413 1.89362 1.13400 0.31
C 7.31244 0.56372 -1.95242 0.40
Cl 8.73446 0.78999 -0.94620 -0.06
Cl 6.57082 2.12215 -2.35551 -0.14
Cl 7.68415 -0.34124 -3.41268 -0.12
H 6.58094 0.00164 -1.38361 -0.10
C -3.81121 0.31402 3.70442 -0.07
Cl -3.54500 1.62058 2.53222 -0.01
Cl -3.33685 -1.23325 2.99625 -0.10
Cl -2.94233 0.62986 5.19329 -0.10
H -4.87079 0.27262 3.92172 0.30
C 5.56258 -0.87989 3.15005 0.02
Cl 4.55298 0.51903 3.53844 -0.13
Cl 6.68279 -0.50357 1.84187 -0.06
Cl 6.42435 -1.44404 4.57440 -0.12
H 4.90941 -1.67410 2.81372 0.27
C -4.12222 -0.33630 -2.39070 -0.03
Cl -4.80624 0.51354 -3.74954 -0.07
Cl -2.51855 -1.00128 -2.80507 -0.15
Cl -4.00940 0.71208 -0.96115 0.07
H -4.76516 -1.16873 -2.13323 0.26
C -0.52321 -4.82901 -2.04420 0.30
Cl -2.07724 -5.63560 -2.19963 -0.11
Cl 0.10577 -4.33327 -3.60515 -0.10
Cl -0.66057 -3.42533 -0.95801 -0.12
H 0.16882 -5.53200 -1.60223 0.00
C -3.53023 5.27459 0.66348 -0.03
Cl -4.92595 5.37224 -0.38910 -0.08
Cl -2.59113 3.79272 0.29580 -0.08
Cl -2.50593 6.68721 0.54409 -0.10
H -3.86972 5.17029 1.68612 0.26
C 0.50173 -8.89743 -3.15598 0.10
Cl 1.23860 -7.85123 -1.92183 -0.14
Cl 0.62858 -8.15842 -4.74517 -0.11
Cl 1.22978 -10.49275 -3.11923 -0.11
H -0.54743 -8.99175 -2.90844 0.27
C -8.42730 0.62334 -1.05846 0.24
Cl -9.90054 0.99694 -1.93483 -0.10
Cl -7.70679 -0.88815 -1.63165 -0.13
Cl -7.26588 1.94819 -1.17135 -0.09
H -8.67655 0.48542 -0.01328 0.06
C -9.37311 2.67598 1.93086 0.09
Cl -7.80239 2.00285 2.40561 -0.08
Cl -10.60093 1.41268 1.90844 -0.11
Cl -9.82967 4.00463 2.98037 -0.12
H -9.26824 3.05922 0.92265 0.24
C 12.15970 1.87458 1.70449 0.04
Cl 13.32005 2.21572 0.42719 -0.11
Cl 11.15578 3.28401 2.04502 -0.12
Cl 11.15718 0.48073 1.29110 -0.11
H 12.70917 1.63098 2.60397 0.31
```